# 1
C13H26CsNO2 | ωB97M-V with the def2-TZVPD basis set

Geometry as ORCA input:
```
! wB97M-V def2-TZVPD RIJCOSX def2/J DEFGRID3
* xyz 0 1
Cs 0.5389 -0.6953 1.5001
O -1.8442 1.3422 0.8313
O 1.3237 -3.1908 2.4940
N -1.1763 1.4928 -0.4717
C 0.5028 2.9504 0.5477
C 0.5128 2.6639 -1.8781
C -0.4151 2.7669 -0.5962
C -0.7778 0.6722 -2.7625
C 1.4105 -3.6497 3.8306
C 2.8941 -4.8011 2.4273
C -1.8467 0.7899 -1.6273
C 2.5134 -4.6778 3.8206
C -3.1408 1.5279 -2.0872
C 2.5828 -3.5411 1.7550
C -1.3181 4.0797 -0.7168
C -0.0736 1.9441 -3.1260
C -2.2234 -0.6246 -1.2741
H 1.4554 2.1593 -1.6662
H 2.2695 -5.6657 4.2112
H 1.0561 2.0420 0.7862
H 1.0438 3.5685 -2.1744
H -0.8853 4.9672 -1.1784
H -0.7998 2.6612 -3.5087
H 0.7426 1.6714 -3.7950
H -0.1000 -0.0671 -2.3356
H -1.3957 -1.2239 -0.8948
H -2.1005 3.8073 -1.4253
H -0.0764 3.2151 1.4324
H -3.0929 -0.6484 -0.6172
H 3.2050 -2.6773 1.9894
H 2.2463 -5.5390 1.9541
H 3.9650 -4.9482 2.2874
H -3.8275 0.8732 -2.6237
H 2.3895 -3.6463 0.6875
H -1.2146 0.4880 -3.7440
H 1.2079 3.7599 0.3591
H -2.9728 2.4828 -2.5852
H -2.5306 -1.1564 -2.1746
H -1.8525 4.2504 0.2177
H -3.6783 1.7995 -1.1786
H 0.5601 -4.1263 4.3184
H 1.6531 -2.8231 4.4984
H 3.2696 -4.2738 4.4937
*
```

Computed properties:
lowest unoccupied orbital energy = -0.4 eV
orbital gap = 4.6 eV
HOMO = -5.03 eV
calculated total energy = -736.141139 Eh
maximum force = 3.071 eV/A



# 2
C14H14BNO8 | ωB97M-V with the def2-TZVPD basis set

Geometry as ORCA input:
```
! wB97M-V def2-TZVPD RIJCOSX def2/J DEFGRID3
* xyz 0 1
O -0.3270 -1.7566 -2.7131
O 1.0944 2.7684 6.2707
O 0.6119 2.7649 3.6120
O -1.7520 -2.4161 -0.5127
O -1.8512 -0.8741 6.5545
O -0.5963 2.8423 -1.8093
O -1.9491 2.1737 0.4370
O -2.2659 -0.9316 3.8842
N 3.4213 0.1989 -5.2824
C -1.8994 -0.1427 0.0291
C -1.4849 -1.1217 -0.7774
C -1.2602 -0.0374 5.8987
C 0.0471 1.9082 4.2642
C 2.0426 -1.8573 -4.8346
C -0.4208 0.5682 -2.3389
C -0.7020 -0.8321 -2.0149
C -1.5991 1.2550 -0.2816
C 3.2796 -1.0710 -5.3878
C -0.8372 0.9103 3.6606
C -1.4483 -0.0007 4.4197
C 0.2568 1.8546 5.7407
C -0.8399 1.5469 -1.5321
C -0.3574 0.9451 6.5011
B 1.4174 -2.5912 -6.1490
H 4.0808 -1.6731 -5.8813
H -0.9979 3.3439 -1.0773
H -0.2152 0.8977 7.5719
H -2.5796 -1.4644 4.6369
H 2.3474 -2.6334 -4.0803
H 1.2892 -1.1656 -4.3818
H -2.4662 -0.3392 0.9298
H 4.3051 0.4762 -5.7286
H 1.6537 -3.7396 -6.3707
H -1.3448 -2.9184 -1.2409
H 1.4021 3.3044 5.5178
H 0.7814 -1.9078 -6.8759
H -0.9688 0.9480 2.5884
H 0.1325 0.7673 -3.2469
*
```

Computed properties:
lowest unoccupied orbital energy = -1.6 eV
structure (SMILES) = O=C1C=C(O)C(=O)C=C1O.O=C1C=C(O)C(=O)C=C1O.[H]/N=C/CB
orbital gap = 8.2 eV
HOMO = -9.79 eV
calculated total energy = -1223.333996 Eh
maximum force = 1.484 eV/A



# 3
C49H88F2N6OSi | ωB97M-V with the def2-TZVPD basis set

Geometry as ORCA input:
```
! wB97M-V def2-TZVPD RIJCOSX def2/J DEFGRID3
* xyz 0 1
Si 1.5944 3.6369 -2.8737
F 0.2422 1.1319 -0.8655
F -1.2147 1.8773 -2.2902
O -1.9170 -0.3279 -0.8571
N -0.8030 4.2007 5.5644
N -4.0106 3.9997 -8.2382
N -1.3329 -1.6539 -4.2403
N 2.6802 -6.3818 2.3901
N 6.2890 -3.9769 -1.6942
N -4.1632 -6.3038 1.9043
C 3.8425 -3.4492 -4.1351
C 3.4442 -6.1201 1.5739
C 3.1194 6.8462 -5.0427
C -4.4031 5.1518 -5.9295
C -1.9092 -1.5290 4.6567
C -4.3773 1.6139 2.3283
C -1.5699 -6.2549 4.2373
C 3.8631 -3.7239 -2.6288
C -0.5829 7.3183 3.3427
C -3.6870 -6.3973 2.9447
C -0.4715 -1.2624 5.1406
C -0.6961 4.4571 4.4504
C 0.9598 2.1889 -3.9222
C -0.0937 -1.6486 -1.8561
C 2.2904 5.9773 -4.3886
C 5.8341 -6.1140 0.8730
C 0.0667 4.6864 -2.4222
C -3.3428 3.3099 -4.5232
C 0.5771 -1.7072 -0.4539
C 4.3899 -5.7398 0.5296
C -1.0800 -0.4677 -1.9785
C 4.9354 5.3840 -4.6076
C 1.2799 -2.7785 3.9534
C 0.3667 -2.5807 5.1834
C 2.5157 3.1148 -1.3029
C -3.0794 -6.5109 4.2700
C 4.0917 4.5269 -3.9554
C -5.2819 2.6701 3.0505
C -0.5581 4.7891 3.0332
C 1.3509 -3.1407 1.4631
C -4.1837 4.5060 -7.2228
C -0.3119 0.8673 -2.1027
C 5.2223 -3.8686 -2.1046
C -4.2629 0.3588 3.2308
C 6.3780 -5.3439 2.0702
C 4.4599 6.5515 -5.1355
C -3.3229 4.7846 -4.9080
C 2.7458 4.8027 -3.8226
C -1.8777 -0.6084 -3.3236
C 0.5986 -3.1320 0.1109
C -2.7183 -1.4644 -0.5552
C 4.4553 -2.1026 -4.5029
C 0.7678 0.8494 -3.1737
C 0.1853 6.1114 2.8163
C 0.4572 -2.7276 2.6391
C -4.5647 4.0009 3.3761
C -3.1950 0.6390 4.3028
C -0.7973 -7.3128 3.4567
C -2.9822 -0.5839 5.2448
H 1.2372 6.2266 -4.2940
H -4.7814 1.3751 1.3432
H -1.9014 0.3143 -3.9060
H -0.3054 -3.5074 2.7592
H -1.7090 -2.5563 -3.9692
H 0.5833 0.0390 -3.8837
H -0.4045 -3.5536 0.2363
H -6.1869 2.8645 2.4691
H 6.3203 -4.2669 1.9008
H -3.2846 -7.4995 4.6846
H -0.6443 -2.5883 -1.9501
H -3.7608 -1.1242 -0.5103
H -0.6895 4.5680 -3.2056
H 0.6704 -1.6348 -2.6272
H -2.1909 -2.5674 4.8685
H -5.3890 4.8807 -5.5475
H 1.7814 -3.7515 3.9884
H -2.4868 -1.8295 0.4500
H 7.4231 -5.6018 2.2411
H -5.2385 0.1576 3.6860
H 5.8248 -5.5786 2.9817
H 0.0995 -1.0359 0.2592
H -0.0422 8.2380 3.1169
H -4.0387 3.9578 4.3299
H -2.6517 -0.2047 6.2152
H -0.0140 3.9827 2.5354
H 1.1683 6.0701 3.2904
H 3.3490 -2.9212 -2.0941
H 0.2721 -7.1099 3.5108
H -2.6841 -2.2547 -1.3058
H 3.9464 -1.2860 -3.9859
H 1.8342 3.2574 -0.4675
H 4.3674 -1.9281 -5.5751
H 4.1022 -6.2395 -0.3985
H -1.0814 -7.3177 2.4027
H -3.4784 5.3852 -4.0093
H -2.5959 3.1087 -3.7560
H -2.2643 0.7897 3.7440
H 0.0198 -1.7359 2.5258
H 5.9062 -7.1867 1.0660
H -2.3362 5.0455 -5.2973
H -0.3115 -3.4332 5.2830
H -1.2001 -6.2369 5.2648
H 2.0503 -1.9996 3.9014
H -4.4087 6.2335 -6.0765
H -1.7461 -1.4435 -5.1441
H -0.0095 2.4953 -4.3344
H -1.9648 -1.4432 3.5659
H 4.5217 3.6248 -3.5260
H -0.4751 -0.8127 6.1362
H 3.3112 -4.6435 -2.4220
H -5.6128 2.1920 3.9782
H -3.3715 2.0400 2.2760
H -5.3403 4.7716 3.3792
H 0.3535 6.2426 1.7481
H -0.3754 4.2873 -1.5054
H 0.0659 -0.5942 4.4602
H 1.6299 -1.4256 -0.5745
H 5.5152 -2.0633 -4.2462
H 6.4593 -5.9033 0.0059
H 0.3390 5.7404 -2.3466
H -3.9460 -1.0923 5.3334
H -0.9752 -8.3101 3.8652
H 1.5975 2.0040 -4.7927
H -3.9581 -0.5278 2.6612
H -4.3180 3.0206 -4.1261
H 4.3115 -4.6658 0.3488
H -2.9235 -0.8770 -3.1308
H 2.2109 -2.4642 1.3804
H -3.4563 1.5335 4.8742
H -3.8713 4.2289 2.5618
H -1.3689 -5.2698 3.8102
H -3.5550 -5.7859 4.9339
H 2.8049 -3.4692 -4.4745
H 1.1716 -3.7995 -0.5483
H 5.9978 5.1854 -4.7012
H 2.7480 2.0467 -1.3663
H 1.7198 0.6023 -2.6920
H 4.3665 -4.2452 -4.6675
H -0.7132 7.2670 4.4250
H 1.7156 -4.1536 1.6889
H -1.5704 7.3858 2.8809
H 3.4533 3.6496 -1.1479
H -3.1184 2.6718 -5.3810
H 5.0887 7.2787 -5.6376
H 1.0269 -2.5645 6.0580
H -1.5457 4.8349 2.5694
H 2.7188 7.7667 -5.4507
*
```

Computed properties:
lowest unoccupied orbital energy = 0.3 eV
structure (SMILES) = CCCCCCCCCCCCCCC[C@@](CN)(OC)C(F)(F)CC[Si](C)(C)c1ccccc1.CCCC#N.CCCC#N.CCCC#N.CCCC#N.CCCC#N
orbital gap = 9.7 eV
HOMO = -9.42 eV
calculated total energy = -2812.841213 Eh
maximum force = 1.601 eV/A



# 4
C2H3NO2 | ωB97M-V with the def2-TZVPD basis set

Geometry as ORCA input:
```
! wB97M-V def2-TZVPD RIJCOSX def2/J DEFGRID3
* xyz 0 1
O -0.5759 0.7997 1.2368
O -1.0382 -1.2381 -1.3921
N -0.3710 -1.8944 -0.6732
C 0.1911 -2.5511 0.0901
C -0.4437 1.3844 0.2020
H 0.2185 2.2600 0.1032
H 0.8881 -3.0838 0.6549
H -0.9570 1.0857 -0.7244
*
```

Computed properties:
lowest unoccupied orbital energy = 1.0 eV
energy above the lowest of the compared OMol25 structures with the same formula, charge and spin = 96.54 kcal per mole
structure (SMILES) = C#[N+][O-].C=O
orbital gap = 10.9 eV
HOMO = -9.90 eV
calculated total energy = -283.104164 Eh
maximum force = 1.826 eV/A



# 5
C20H15ClF6N4O3 | ωB97M-V with the def2-TZVPD basis set

Geometry as ORCA input:
```
! wB97M-V def2-TZVPD RIJCOSX def2/J DEFGRID3
* xyz 0 1
Cl 7.4060 -0.7203 -0.1035
F -4.3200 -3.2564 1.1030
F -4.1356 1.4424 1.9821
F -3.4889 1.2673 -1.7942
F -1.8265 2.5508 -2.5503
F -2.8057 1.0100 -3.8389
F 3.0989 -1.9600 2.0064
O 3.3668 2.0930 -1.1414
O -1.8255 -2.4924 2.2748
O -1.2185 0.4012 -0.6308
N 3.6197 -0.0431 -0.1168
N 5.3710 1.0739 -0.8560
N -2.8619 -0.8506 1.0494
N 4.7195 -0.8323 0.1186
C -4.8743 -2.0994 1.6038
C 6.6374 3.0224 -0.2273
C -1.7283 -1.5777 1.4630
C -0.1332 -0.2216 0.0052
C 5.7544 -0.1471 -0.3301
C -6.2069 -2.1226 2.0689
C -0.3707 -1.1785 1.0425
C -2.3751 1.3077 -2.5874
C 2.3175 -0.4503 0.2451
C -1.5344 -1.1572 -2.5528
C 2.0888 -1.4317 1.2326
C -6.0715 0.2478 2.5230
C 4.0165 1.1477 -0.7408
C 1.1688 0.1013 -0.3727
C 0.7748 -1.7917 1.5850
C 6.2475 2.1022 -1.3561
C -4.7802 0.2692 2.0316
C -6.8307 -0.9247 2.4638
C -4.1418 -0.9222 1.6031
C -1.2924 0.3120 -2.0926
H -2.4787 -1.5121 -2.1472
H 5.7633 3.5852 0.1387
H -2.5929 0.0081 0.5824
H -1.6523 -1.1906 -3.6613
H 7.3821 3.7655 -0.6209
H 1.3233 0.7993 -1.1793
H 7.1508 1.7072 -1.8617
H 0.6689 -2.5415 2.3881
H -0.3378 0.6052 -2.5446
H -6.7710 -3.0497 1.9659
H 5.7864 2.6853 -2.1715
H -6.4626 1.1885 2.8582
H -0.7570 -1.8261 -2.2024
H 7.1164 2.5109 0.5843
H -7.9043 -0.9043 2.7611
*
```

Computed properties:
lowest unoccupied orbital energy = -0.2 eV
energy above the lowest of the compared OMol25 structures with the same formula, charge and spin = 0.00 kcal per mole
structure (SMILES) = CCn1c(Cl)nn(-c2cc(O[C@@H](C)C(F)(F)F)c(C(=O)Nc3c(F)cccc3F)cc2F)c1=O
orbital gap = 8.6 eV
HOMO = -8.79 eV
calculated total energy = -2275.286355 Eh
maximum force = 2.905 eV/A



# 6
C18H26I2N4O6PdSi2 | ωB97M-V with the def2-TZVPD basis set

Geometry as ORCA input:
```
! wB97M-V def2-TZVPD RIJCOSX def2/J DEFGRID3
* xyz 0 1
I 0.8907 -2.0966 3.8008
I -2.3393 -2.4992 2.3245
Pd 0.1607 -1.5443 0.8236
Si -1.1023 -2.4592 -2.2021
Si -0.5398 0.8257 -1.4696
O 2.9442 6.5440 3.0099
O 0.7118 0.3358 1.3037
O -1.0825 0.5779 2.6307
O 0.0667 -4.6248 2.0511
O -0.0931 -3.3922 0.1548
O 1.0893 6.9529 4.0215
N 1.9624 -1.7734 0.1285
N 3.7024 -0.7361 -1.2154
N 4.0453 -1.0900 -3.6582
N 1.8549 6.2174 3.4334
C -1.1330 -2.6527 4.0689
C 2.1460 4.0683 2.2686
C 0.5451 -3.0978 -2.7844
C -0.2778 3.1626 3.3106
C 0.0103 -4.4946 0.8518
C 3.8566 -0.9443 -2.5295
C 1.3719 4.8580 3.0968
C -2.4003 -3.6983 -1.6549
C -1.5096 1.9687 -0.3437
C 0.4793 2.3483 2.4758
C -0.0448 0.9877 2.1395
C 2.7465 -1.2437 -0.5870
C -1.2151 1.1904 -3.1785
C -0.9267 -0.9961 -0.9554
C 1.6879 2.7995 1.9544
C 1.2610 1.2560 -1.5978
C -1.9572 -1.7855 -3.7382
C 0.1664 4.4351 3.6253
H -1.5622 -1.9958 4.8138
H 1.8057 1.2187 -0.6581
H -2.2568 0.9076 -3.3285
H 1.7629 0.6263 -2.3356
H -2.4365 2.2425 -0.8546
H -0.3987 5.0963 4.2648
H -1.7851 1.5407 0.6190
H -3.3822 -3.2198 -1.7268
H 1.0620 -2.3277 -3.3651
H -2.2952 -4.1153 -0.6584
H -0.9538 2.8927 -0.1621
H 0.3846 -3.9449 -3.4568
H -2.8812 -1.2456 -3.5217
H -1.1578 2.2812 -3.2566
H 1.3058 2.2799 -1.9810
H 1.1940 -3.4207 -1.9749
H 3.0820 4.4477 1.8868
H -0.0209 -5.3661 0.1773
H -2.2389 -2.6809 -4.3021
H -1.1501 -3.6942 4.3622
H -1.2128 2.7860 3.7009
H -0.6094 0.7734 -3.9824
H 2.2650 2.1538 1.3085
H -2.4099 -4.5248 -2.3724
H -1.8550 -0.9356 -0.3689
H -1.3333 -1.1754 -4.3866
*
```

Computed properties:
lowest unoccupied orbital energy = -3.1 eV
energy above the lowest of the compared OMol25 structures with the same formula, charge and spin = 13.06 kcal per mole
orbital gap = 6.8 eV
HOMO = -9.83 eV
calculated total energy = -2674.089623 Eh
maximum force = 0.810 eV/A